1.
ORCA calculation (ωB97M-V with the def2-TZVPD basis set) on C20H37BCrN9O3 as an isolated structure.

Last column: natural (NBO) charge in e.
Atoms and positions in Å:
Cr (-0.3633, 0.2708, 0.3943)  1.3216
C (-4.2803, -0.5505, -1.1373)  -0.5887
C (-2.9222, -0.7034, -1.8365)  -0.2496
C (-3.1176, -0.9908, -3.3272)  -0.5988
C (-2.1137, -1.7774, -1.1670)  0.1712
C (-2.2533, -3.1659, -1.2517)  -0.3500
C (-1.3140, -3.6725, -0.3648)  0.0310
N (-0.6642, -2.6484, 0.1962)  -0.2989
N (-1.1425, -1.4850, -0.2974)  -0.4201
B (0.4574, -2.6439, 1.2742)  0.5391
N (1.7733, -2.0740, 0.6753)  -0.3271
C (2.9361, -2.7392, 0.5451)  0.0064
C (3.9013, -1.8421, 0.1475)  -0.3508
C (3.2322, -0.6081, 0.0574)  0.1570
N (1.9413, -0.7548, 0.3750)  -0.3849
C (3.8840, 0.7140, -0.2759)  -0.2570
C (3.9176, 1.0090, -1.7883)  -0.5836
C (3.2707, 1.8819, 0.4963)  -0.5893
N (-0.0028, -1.7530, 2.4568)  -0.3213
C (0.0484, -2.0607, 3.7577)  0.0355
C (-0.3502, -0.9640, 4.4918)  -0.3443
C (-0.6495, 0.0267, 3.5471)  0.2103
N (-0.4167, -0.4559, 2.3155)  -0.4121
C (-1.1386, 1.4217, 3.8220)  -0.2599
C (-0.2382, 2.1087, 4.8539)  -0.5898
C (-2.5964, 1.3934, 4.2994)  -0.5893
H (-4.8802, 0.2172, -1.6322)  0.2179
H (-4.1534, -0.2668, -0.0909)  0.2160
H (-4.8306, -1.4936, -1.1730)  0.2153
H (-2.3921, 0.2484, -1.7134)  0.1973
H (-3.7976, -1.8365, -3.4662)  0.2258
H (-2.1775, -1.2453, -3.8300)  0.1886
H (-3.5663, -0.1270, -3.8269)  0.2163
H (-2.9499, -3.7281, -1.8603)  0.2419
H (-1.0761, -4.6926, -0.0930)  0.2365
H (0.6464, -3.7676, 1.6598)  -0.0219
H (2.9960, -3.7989, 0.7580)  0.2304
H (4.9510, -2.0380, -0.0293)  0.2351
H (4.9224, 0.6107, 0.0361)  0.2261
H (2.9711, 1.4680, -2.1128)  0.1346
H (4.0872, 0.0986, -2.3704)  0.2184
H (4.7134, 1.7218, -2.0264)  0.2277
H (2.1983, 1.9661, 0.3131)  0.1908
H (3.7476, 2.8234, 0.2137)  0.2135
H (3.3970, 1.7485, 1.5728)  0.2330
H (0.3656, -3.0453, 4.0781)  0.2320
H (-0.4355, -0.8948, 5.5671)  0.2413
H (-1.0845, 1.9874, 2.9014)  0.2144
H (-0.3275, 1.6246, 5.8306)  0.2058
H (-0.5280, 3.1561, 4.9693)  0.2194
H (0.8115, 2.0737, 4.5500)  0.2150
H (-2.6835, 0.8387, 5.2380)  0.2095
H (-3.2484, 0.9166, 3.5614)  0.2087
H (-2.9568, 2.4107, 4.4703)  0.2177
N (0.8816, 1.9907, -4.2604)  -0.6670
C (0.1733, 0.6580, -4.2005)  -0.2304
C (0.5028, -0.0458, -2.8924)  -0.2502
N (0.2951, 0.8048, -1.7255)  -0.9018
H (0.6470, 2.5108, -5.0995)  0.4472
H (1.8899, 1.8753, -4.2294)  0.4433
H (0.6090, 2.5494, -3.4564)  0.4489
H (0.4779, 0.0702, -5.0615)  0.2403
H (-0.8930, 0.8657, -4.2665)  0.2349
H (1.5299, -0.4095, -2.8942)  0.2308
H (-0.1406, -0.9248, -2.8278)  0.2461
H (-0.5049, 1.4345, -1.7787)  0.4094
H (1.1172, 1.3240, -1.4476)  0.3900
O (-1.5088, 2.6865, -0.8569)  -0.5534
N (-0.8083, 3.1243, 0.1064)  0.7119
O (-0.6872, 4.2963, 0.3316)  -0.3426
O (-0.0996, 2.2770, 0.8053)  -0.6210

Results
Total charge: +1
Lowest unoccupied orbital energy (spin up / spin down) in eV: -3.5 / -3.5
Frontier orbital gap (spin up / spin down) in eV: 7.34 / 7.67
<S²>: 6.012
Spin multiplicity: 5

---

2.
ORCA calculation (ωB97M-V with the def2-TZVPD basis set) on an isolated ion of composition C7H16FN4O and charge +1.

Last column: natural (NBO) charge in e.
Atoms and positions in Å:
N (1.2149, -2.7555, 1.1646)  -0.8067
C (0.5917, -1.9558, 0.1199)  0.7821
N (0.0380, -2.5657, -0.9485)  -0.7191
N (0.5556, -0.4958, 0.1025)  -0.4974
C (1.8927, 0.0695, 0.4788)  -0.2373
C (2.0719, 1.6143, 0.1008)  -0.4609
C (1.5536, 1.9905, -1.3810)  0.0342
F (1.7819, 0.9420, -2.3457)  -0.3825
C (-0.5646, 0.0631, 0.9301)  -0.2389
C (-1.5949, 0.8430, -0.0697)  -0.5173
C (-3.1098, 0.8084, 0.5012)  0.6784
N (-4.1620, 0.3352, -0.4459)  -0.8298
O (-3.3765, 1.1577, 1.6841)  -0.5375
H (1.3401, -2.2212, 2.0365)  0.4077
H (2.1800, -2.9867, 0.8430)  0.4297
H (0.1486, -2.0420, -1.8392)  0.4581
H (-0.4889, -3.4474, -0.8895)  0.4566
H (2.1812, -0.1056, 1.5768)  0.2011
H (2.6774, -0.5081, -0.1450)  0.2205
H (3.1908, 1.8836, 0.1904)  0.2503
H (1.5234, 2.2803, 0.8700)  0.2325
H (0.4463, 2.3096, -1.3889)  0.1808
H (2.1822, 2.9045, -1.7022)  0.2012
H (-1.2001, -0.7424, 1.4580)  0.2261
H (-0.1783, 0.7897, 1.7331)  0.2477
H (-1.2753, 1.9405, -0.0845)  0.2490
H (-1.5126, 0.3233, -1.0840)  0.2177
H (-4.3838, -0.6186, -0.0868)  0.3901
H (-3.7236, 0.1897, -1.3788)  0.3638

Results
Total charge: +1
Lowest unoccupied orbital energy in eV: -5.0
Frontier orbital gap in eV: 7.97

---

> Number 2 is which compound?

C7H16FN4O